(1)
{
  "formula": "C3H5N3",
  "method": "the ωB97M-V functional and the def2-TZVPD basis",
  "e_lumo_ev": [-1.19, -1.77],
  "homo_energy_ev": [-9.306, -9.048],
  "molar_mass_g_mol": 83.1,
  "orbital_gap_ev": [8.12, 7.28],
  "relative_energy_kj_mol": 453.0,
  "elements": ["C", "N", "C", "N", "C", "N", "H", "H", "H", "H", "H"],
  "coordinates": [[0.637, 1.084, 1.387], [0.408, 0.407, 0.110], [0.319, -0.877, -0.071], [-0.275, -1.583, -0.986], [-1.141, -0.586, -1.890], [-1.119, 0.625, -1.652], [1.487, 1.775, 1.330], [-0.254, 1.675, 1.625], [0.813, 0.400, 2.233], [0.760, -1.687, 0.537], [-1.635, -1.234, -2.623]],
  "atomic_forces_ev_per_a": [[-0.191, -0.012, -0.155], [-0.225, 0.047, -0.347], [-0.258, -1.229, -0.211], [-1.576, 1.916, -1.566], [1.723, -1.214, 1.924], [0.284, -0.908, 0.402], [-0.206, -0.197, -0.213], [0.089, -0.062, -0.026], [-0.134, -0.022, -0.416], [0.483, 0.853, 0.636], [0.011, 0.827, -0.030]],
  "nbo_charge": [-0.438, -0.319, 0.203, -0.475, 0.067, -0.164, 0.208, 0.223, 0.202, 0.242, 0.252]
}

(2)
{
  "formula": "C5H10ClNSi",
  "method": "the ωB97M-V functional and the def2-TZVPD basis",
  "e_lumo_ev": [-0.30, -0.51],
  "homo_energy_ev": [-8.060, -8.322],
  "molar_mass_g_mol": 147.7,
  "smiles": "C/N=C/C(Cl)=C(/C)[SiH3]",
  "orbital_gap_ev": [7.76, 7.81],
  "relative_energy_kj_mol": 266.0,
  "elements": ["C", "N", "C", "C", "Cl", "C", "C", "Si", "H", "H", "H", "H", "H", "H", "H", "H", "H", "H"],
  "coordinates": [[2.447, -2.018, 1.726], [1.187, -1.323, 1.855], [0.661, -0.635, 0.843], [-0.645, -0.106, 0.873], [-1.453, -0.040, 2.261], [-1.082, 0.932, -0.486], [-2.465, 1.411, -0.486], [0.002, 1.086, -2.014], [2.861, -1.678, 0.792], [2.019, -2.918, 1.372], [3.108, -1.975, 2.608], [1.117, -0.506, -0.168], [-2.599, 2.417, -0.210], [-2.843, 1.462, -1.544], [-3.165, 0.880, 0.117], [1.480, 0.594, -2.024], [-0.149, 2.340, -2.570], [-0.481, 0.076, -2.946]],
  "atomic_forces_ev_per_a": [[-1.094, 1.438, -1.369], [-1.753, 2.444, -0.800], [1.745, -2.063, 0.888], [0.375, 4.218, -6.332], [-1.979, 0.039, 2.163], [2.130, -3.947, 4.713], [-0.491, -0.031, -2.147], [1.043, -2.849, 0.949], [1.379, 0.457, -0.201], [0.516, -2.155, 0.626], [-0.582, -0.344, -0.535], [0.315, -0.320, 0.867], [0.289, 1.664, 0.736], [0.102, -0.441, 0.740], [-0.329, -0.811, 0.429], [-0.995, 0.811, 0.541], [-0.153, 2.061, -0.768], [-0.519, -0.172, -0.501]],
  "nbo_charge": [-0.451, -0.361, -0.044, -0.092, 0.126, -0.325, -0.709, 0.856, 0.174, 0.225, 0.220, 0.169, 0.235, 0.219, 0.237, -0.142, -0.170, -0.168]
}

(3)
{
  "formula": "C3H4N2O",
  "method": "the ωB97M-V functional and the def2-TZVPD basis",
  "e_lumo_ev": 0.61,
  "homo_energy_ev": -8.713,
  "molar_mass_g_mol": 84.1,
  "orbital_gap_ev": 9.33,
  "relative_energy_kj_mol": 617.6,
  "elements": ["O", "C", "C", "N", "N", "C", "H", "H", "H", "H"],
  "coordinates": [[2.167, 0.161, -0.125], [1.143, -0.639, 0.125], [0.308, -1.473, 0.366], [-2.040, -0.092, 0.054], [-1.281, 0.867, -0.188], [-0.281, 1.463, -0.402], [2.964, -0.381, -0.047], [-0.434, -2.216, 0.534], [-2.726, 0.173, 0.760], [0.162, 2.159, -1.085]],
  "atomic_forces_ev_per_a": [[0.033, -0.241, 0.073], [-0.155, -0.691, 0.186], [0.527, 0.171, -0.103], [-0.129, 0.271, -0.057], [0.641, 0.155, -0.092], [-0.848, -0.200, 0.065], [0.069, 0.160, -0.048], [0.064, 0.132, 0.006], [-0.023, 0.139, -0.063], [-0.178, 0.105, 0.032]],
  "nbo_charge": [-0.669, 0.256, -0.371, -0.520, -0.011, -0.008, 0.497, 0.248, 0.344, 0.235]
}

(4)
{
  "formula": "C3H4F2O2",
  "method": "the ωB97M-V functional and the def2-TZVPD basis",
  "e_lumo_ev": [0.55, 0.55],
  "homo_energy_ev": [-8.042, -8.041],
  "molar_mass_g_mol": 110.1,
  "orbital_gap_ev": [8.60, 8.60],
  "relative_energy_kj_mol": 278.2,
  "elements": ["C", "C", "C", "O", "O", "F", "F", "H", "H", "H", "H"],
  "coordinates": [[0.885, -0.278, 0.445], [-0.014, 1.055, -1.122], [-0.133, -0.785, 1.508], [1.969, -0.761, 0.272], [-0.283, 0.337, -2.242], [-1.155, -1.363, 0.607], [-0.641, 0.236, 2.156], [-0.782, 1.458, -0.458], [1.072, 1.461, -1.041], [0.275, -1.451, 2.184], [-1.194, 0.090, -2.310]],
  "atomic_forces_ev_per_a": [[-0.743, 0.320, -2.048], [3.660, -1.627, 2.749], [-0.615, 0.508, -4.101], [-0.941, 0.535, 0.491], [1.047, 0.913, 0.473], [1.629, 0.813, 2.231], [-0.973, 0.889, 0.466], [0.009, 0.125, -0.757], [-2.512, -0.181, -0.911], [0.329, -2.058, 1.175], [-0.889, -0.236, 0.234]],
  "nbo_charge": [0.427, -0.053, 0.463, -0.522, -0.666, -0.380, -0.311, 0.192, 0.215, 0.146, 0.489]
}